ORCA calculation (ωB97M-V with the def2-TZVPD basis set) on 2 unconnected molecules or ions with the total composition C4H12N2O at a distorted geometry.

Values from the calculation:
* energy above the lowest of the compared OMol25 structures with the same formula, charge and spin: 167.2 kJ/mol
* calculated total energy: -9369.461 eV
* SMILES: C=C(N)CCN.O
* frontier orbital gap: 8.695 eV
* LUMO level: 0.7 eV

```
! RIJCOSX wB97M-V def2-TZVPD def2/J DEFGRID3
* xyz 0 1
C 1.6290 0.0922 1.4196
C 0.4422 0.3659 0.5113
C 0.7808 0.5672 -0.9353
C 0.5955 -0.3988 -1.8350
N 1.4832 1.7413 -1.2330
N 2.1643 -1.2913 1.1904
H 2.4607 0.7786 1.2889
H 1.3236 0.1718 2.4681
H -0.1496 1.1432 1.0143
H -0.3024 -0.4448 0.4884
H 0.9994 -0.3822 -2.8249
H 0.0695 -1.2740 -1.4769
H 2.1369 1.7079 -1.9936
H 1.7710 2.2933 -0.4486
H 2.8116 -1.5028 1.9446
H 1.4028 -1.9329 1.4130
H -5.0203 -1.0622 0.7381
H -6.3702 -0.3333 0.9657
O -5.8570 -0.8162 0.3077
*
```